# 1
A 4-piece molecular cluster, C21H25F24NO4 overall. Source: OMol25; level of theory: ωB97M-V/def2-TZVPD.

Calculated values
electronic energy: -3567.55931 Ha
orbital gap: 0.3068 hartree
charge: 0

The geometry in XYZ format:
```
75
Properties=species:S:1:pos:R:3:forces:R:3:lowdin_charge:R:1
C 4.23936 3.20246 -0.45848 -0.4 -1.7 0.0 -0.02
C 4.20827 2.04271 -1.22581 0.2 2.0 -1.0 -0.18
C 3.74027 2.17963 -2.70938 1.1 -0.6 0.4 -0.17
C 2.21186 1.74333 -2.74002 1.2 -0.1 -0.1 -0.22
O 1.59953 1.76180 -1.44682 -0.7 -0.3 -1.0 -0.17
C 0.26220 1.22365 -1.58940 -1.4 1.0 0.4 -0.19
C -0.82568 2.31316 -1.23292 0.5 -0.4 0.0 -0.24
N -1.10683 3.19880 -2.40225 0.8 -0.1 0.6 -0.01
H 3.56066 3.23656 0.42819 1.9 -0.3 0.3 0.06
H 4.85503 4.08152 -0.72806 -1.6 0.0 -0.7 0.06
H 4.44660 1.02107 -0.87165 -1.6 0.5 0.3 0.10
H 4.29685 1.49436 -3.39901 -0.5 0.4 0.4 0.08
H 3.86494 3.20665 -3.11963 -0.1 -0.6 0.6 0.12
H 2.19957 0.69021 -3.12564 -0.2 0.9 0.1 0.13
H 1.68145 2.43616 -3.43416 0.2 -0.6 0.3 0.12
H 0.09212 0.94615 -2.65564 0.0 -0.3 0.8 0.12
H 0.09062 0.37900 -0.89109 0.5 0.3 -0.7 0.09
H -0.41113 2.86955 -0.35589 -0.4 -0.3 -0.6 0.11
H -1.79300 1.84350 -0.93940 0.8 0.1 0.0 0.10
H -1.09654 4.16274 -2.07250 -0.1 -0.2 -0.2 0.06
H -0.29340 3.11570 -3.00975 -0.3 0.3 -0.1 0.03
C -2.39865 -0.68835 4.43506 0.2 -0.4 0.5 -0.03
C -3.17675 0.53520 3.89159 0.9 0.1 0.1 -0.43
C -4.15475 0.29327 2.73849 -0.8 0.1 -0.2 -0.31
F -3.54796 -0.15245 1.62585 0.4 -0.2 0.0 0.10
F -4.76567 1.45531 2.39820 0.1 0.1 0.3 0.10
F -2.29225 1.50575 3.57138 -0.1 0.0 -0.2 0.13
F -3.90966 1.01575 4.93419 -0.3 -0.2 -0.1 0.11
O -1.04622 -0.88212 3.99141 -0.4 0.2 -1.1 0.03
C -0.78958 -1.59316 2.81138 -0.7 -0.1 1.5 -0.53
C -0.09259 -0.72833 1.75840 0.4 0.4 -0.2 -0.28
F -0.84731 0.33553 1.41679 -0.2 -0.1 0.2 0.09
F 0.12507 -1.44619 0.63196 -0.1 -0.3 0.2 0.09
F -1.90938 -2.17129 2.35643 -0.1 0.1 -0.4 0.15
F 0.03665 -2.60238 3.15428 0.3 0.1 -0.2 0.15
H -2.28852 -0.50329 5.50509 0.1 0.2 -0.1 0.15
H -2.97932 -1.60930 4.37012 -0.1 0.1 -0.3 0.14
H -4.93136 -0.42058 3.02438 0.1 0.0 0.1 0.15
H 0.86502 -0.35881 2.12999 0.0 -0.1 0.2 0.18
C -7.99232 -3.82520 2.48628 -0.1 -0.5 -0.5 -0.03
C -7.23944 -2.67059 3.19208 -0.8 0.1 -0.6 -0.44
C -7.21659 -2.67969 4.72322 0.4 0.1 0.5 -0.31
F -8.43628 -2.56756 5.26469 -0.4 -0.1 -0.2 0.11
F -6.49772 -1.61889 5.17543 0.2 0.0 -0.3 0.09
F -7.70825 -1.49299 2.72694 0.0 0.1 0.2 0.13
F -5.93968 -2.75135 2.78238 0.2 -0.2 0.3 0.09
O -9.32072 -3.57261 2.00656 -0.1 0.5 1.1 0.04
C -10.42219 -3.74714 2.85800 1.2 -0.8 -0.7 -0.53
C -11.19157 -2.44242 3.08116 -0.3 0.5 -0.1 -0.29
F -10.41267 -1.50046 3.64453 0.3 -0.1 0.0 0.10
F -12.23298 -2.65031 3.91628 0.0 -0.3 0.0 0.10
F -10.04391 -4.33533 4.00138 -0.1 0.2 0.4 0.15
F -11.23585 -4.62535 2.24029 -0.3 0.2 -0.1 0.15
H -7.42702 -4.01685 1.57229 0.0 0.2 0.0 0.15
H -7.93788 -4.75845 3.04801 -0.1 0.2 0.3 0.14
H -6.74595 -3.59042 5.10358 0.0 -0.1 -0.1 0.17
H -11.56969 -2.04921 2.13567 0.0 -0.2 -0.1 0.18
C 8.55740 0.60898 -2.91478 0.3 -0.3 0.5 -0.03
C 7.77045 1.78033 -3.55265 0.9 0.1 0.2 -0.43
C 6.95805 1.47364 -4.81437 -0.6 0.2 -0.3 -0.31
F 7.72038 1.07539 -5.84367 0.4 -0.2 0.1 0.10
F 6.31336 2.59288 -5.22863 0.0 0.1 0.3 0.09
F 8.61661 2.81150 -3.76601 0.0 0.0 -0.3 0.13
F 6.88428 2.20300 -2.60850 -0.2 -0.3 -0.1 0.10
O 9.96363 0.50825 -3.18814 -0.3 0.2 -1.1 0.03
C 10.41302 -0.17785 -4.32571 -0.8 -0.2 1.4 -0.53
C 11.17807 0.73631 -5.28653 0.4 0.4 -0.3 -0.29
F 10.40709 1.74775 -5.72546 -0.3 0.0 0.1 0.10
F 11.58051 0.04130 -6.37364 0.0 -0.3 0.1 0.10
F 9.39934 -0.82694 -4.91474 -0.1 0.1 -0.4 0.15
F 11.25469 -1.13129 -3.87863 0.4 0.1 -0.2 0.15
H 8.52304 0.79561 -1.83986 0.1 0.2 -0.1 0.15
H 8.05255 -0.34871 -3.04731 0.0 0.1 -0.3 0.14
H 6.20429 0.70593 -4.61858 0.1 0.0 0.1 0.16
H 12.05441 1.16548 -4.79725 0.0 -0.1 0.2 0.18
```
Positions in Å, forces in eV/Å.

# 2
C29H24ClN7O2ReS3 as an isolated structure. Source: OMol25; level of theory: ωB97M-V/def2-TZVPD.

Calculated values
electronic energy: -3385.79644 Ha
orbital gap (spin up / spin down): 0.1677 / 0.1971 hartree
spin multiplicity: 2
expectation value of S²: 0.80
charge: +2

The geometry in XYZ format:
```
67
Properties=species:S:1:pos:R:3:forces:R:3:lowdin_charge:R:1
Re 0.48950 0.42740 -0.02250 -0.3 0.5 1.4 1.70
C -1.50020 -0.78760 1.93840 -0.3 -0.8 -0.1 -0.14
C -2.74940 -1.15190 1.51980 1.1 -0.3 0.5 -0.09
C -3.34210 -0.05330 0.83740 0.3 1.1 -0.4 -0.08
C -2.45720 0.98770 0.83000 -0.6 -0.2 -0.4 -0.13
C -1.20080 0.57510 1.46920 0.8 0.0 -0.7 -0.34
H -0.84110 -1.37850 2.54730 0.1 -0.1 0.1 0.09
H -3.23290 -2.09590 1.69130 0.0 -0.2 0.2 0.11
H -4.33230 -0.05240 0.42020 -0.2 0.1 0.0 0.11
H -2.63860 1.97310 0.44070 0.0 0.2 -0.1 0.10
H -0.82280 1.26480 2.22610 0.2 0.0 0.0 0.12
N -1.96060 1.74780 -3.18820 0.2 -0.7 0.3 0.23
C -1.64470 3.03310 -2.80250 0.6 0.6 0.7 -0.15
C -2.01160 4.28130 -3.28930 0.0 0.0 0.0 0.01
C -1.51990 5.38580 -2.62100 -0.1 -0.1 -0.1 -0.04
C -0.69670 5.26220 -1.49660 0.0 -0.2 0.1 -0.03
C -0.32930 4.02630 -1.01190 -0.1 -0.1 0.0 -0.01
C -0.79140 2.90070 -1.68170 -0.5 0.9 -0.6 -0.19
N -0.60160 1.56390 -1.42970 0.2 -0.8 -0.3 -0.01
C -1.33510 0.90780 -2.33860 0.0 0.4 0.1 -0.25
C -1.38760 -0.52510 -2.22290 -0.5 -0.8 -0.4 -0.31
C -2.04480 -1.48420 -2.94260 0.3 0.3 0.4 -0.27
S -1.76170 -3.03380 -2.27470 0.3 0.5 0.3 1.16
C -0.76840 -2.32800 -1.08250 -0.2 -0.3 -0.2 -0.39
N -0.65200 -1.02650 -1.16180 0.3 0.3 0.1 -0.12
H -2.57170 1.48570 -3.94920 0.1 0.0 0.1 0.19
H -2.65360 4.39400 -4.14770 -0.1 0.0 -0.1 0.12
H -1.77780 6.37330 -2.96800 -0.1 0.1 -0.1 0.12
H -0.34490 6.15410 -1.00020 0.0 0.1 0.0 0.12
H 0.32110 3.89830 -0.16840 0.0 0.1 0.0 0.05
H -2.66300 -1.35710 -3.80890 -0.2 0.0 -0.2 0.09
H -0.28920 -2.92010 -0.32580 0.1 -0.1 0.2 0.10
Cl 2.38710 -0.21170 -5.53080 0.1 0.0 0.0 0.75
C 2.88440 -0.05460 -3.89640 -0.1 0.0 0.5 -0.63
C 4.22320 -0.00890 -3.52140 -0.3 0.0 0.0 -0.02
C 4.51110 0.11630 -2.17400 -0.2 0.0 0.1 0.01
C 3.47940 0.18340 -1.25070 0.7 0.0 0.1 -0.11
N 2.19890 0.14110 -1.61170 -0.7 -0.1 0.7 -0.04
C 1.91460 0.02490 -2.90600 -0.1 -0.1 -0.8 -0.15
H 5.00980 -0.07100 -4.25550 0.1 0.0 -0.1 0.13
H 5.53260 0.16550 -1.83630 0.1 0.0 0.1 0.13
H 3.70300 0.28140 -0.19890 0.0 0.0 0.0 0.09
H 0.87630 -0.01200 -3.19840 0.0 0.0 0.0 0.09
N 1.89590 6.27930 5.66650 -0.1 0.2 0.3 0.15
C 2.10790 5.54300 4.56300 0.2 -0.2 -0.3 -0.30
C 3.28520 4.77690 4.42710 -0.2 0.0 -0.1 0.00
C 3.49780 4.02880 3.29290 0.1 0.1 0.2 -0.09
C 2.55070 4.02020 2.27720 0.4 -0.8 -0.8 -0.31
C 1.39110 4.77760 2.38150 -0.2 0.1 0.1 -0.05
C 1.16820 5.53470 3.50940 0.1 -0.2 -0.1 0.00
S 2.86810 2.97490 0.87590 -0.2 1.0 0.5 0.63
O 2.47270 3.56410 -0.36290 -0.2 0.0 0.1 -0.28
O 4.17200 2.39170 0.99060 0.0 0.0 0.1 -0.31
N 1.78070 1.67870 1.10170 -1.1 -0.2 -1.7 -0.23
C 2.19600 0.68820 1.89600 0.7 -0.7 1.2 -0.77
S 3.26450 0.67940 3.24050 -0.3 -0.5 -0.1 1.17
C 2.93460 -1.01270 3.41810 -0.3 0.2 -0.3 -0.31
C 2.08390 -1.46030 2.46070 0.4 -0.5 0.5 -0.20
N 1.66770 -0.49880 1.59620 -0.6 1.2 -1.0 -0.10
H 2.56770 6.28940 6.41630 -0.1 0.1 -0.1 0.12
H 1.06270 6.83420 5.76610 0.1 0.0 0.0 0.12
H 4.01670 4.78930 5.22030 0.1 0.0 0.0 0.12
H 4.39890 3.45250 3.15990 0.2 0.0 0.1 0.10
H 0.67090 4.78090 1.57990 -0.1 0.1 0.0 0.10
H 0.27210 6.13060 3.59860 -0.1 0.0 0.0 0.12
H 3.37760 -1.57030 4.21780 0.1 -0.2 0.1 0.08
H 1.76120 -2.47810 2.34200 -0.1 -0.1 0.0 0.12
```
Positions in Å, forces in eV/Å.

# 3
C19H22N5O6S2W as an isolated structure. Source: OMol25; level of theory: ωB97M-V/def2-TZVPD.

Calculated values
electronic energy: -2325.81235 Ha
orbital gap (spin up / spin down): 0.2613 / 0.2818 hartree
spin multiplicity: 3
expectation value of S²: 2.01
charge: +1

The geometry in XYZ format:
```
55
Properties=species:S:1:pos:R:3:forces:R:3:lowdin_charge:R:1
W 0.04207 0.07351 -0.20267 0.4 0.3 -1.7 1.57
C -0.64508 -0.60764 3.56686 -0.1 0.1 0.1 0.01
C -0.97920 0.12861 2.32942 -0.7 0.2 -0.1 -0.28
N -1.61973 -0.36733 1.30817 1.3 -0.1 0.0 -0.08
N -2.03832 -1.68327 1.41614 -0.5 -0.1 0.1 0.00
C -1.17129 -2.58321 1.10288 0.4 0.1 -0.1 -0.84
N -1.51590 -3.89616 1.17799 0.0 0.0 0.0 0.09
S 0.47266 -2.21741 0.59119 0.0 -0.2 0.2 0.71
C -0.59201 1.55716 2.16346 0.1 -0.2 0.0 -0.20
C -0.74071 2.51181 3.13765 0.0 0.2 0.4 0.03
C -0.42331 3.82879 2.83327 0.0 0.0 0.0 0.00
C 0.04137 4.13649 1.56455 0.0 0.1 0.2 -0.01
C 0.18336 3.11886 0.64444 0.2 0.0 -0.3 -0.06
N -0.11684 1.85774 0.94484 -0.2 0.1 0.4 -0.04
H 0.27554 -1.15869 3.34909 0.0 0.0 0.1 0.10
H -1.41894 -1.33039 3.81461 0.0 0.0 0.0 0.10
H -0.45708 0.06749 4.39756 0.0 0.0 0.0 0.09
H -2.30774 -4.13997 1.75167 0.0 0.0 0.0 0.11
H -0.77280 -4.56916 1.11138 0.0 0.0 0.0 0.09
H -1.11806 2.23718 4.11334 0.0 0.0 0.0 0.13
H -0.54406 4.60534 3.57674 0.0 0.0 0.0 0.13
H 0.29538 5.15086 1.29197 0.0 0.0 0.0 0.12
H 0.54663 3.29594 -0.35870 0.0 0.0 0.0 0.13
O 4.23673 1.65838 -4.51919 0.0 0.0 0.0 0.13
C 3.29940 1.36581 -3.61848 -0.1 0.0 0.1 -0.26
C 1.93569 1.60013 -3.82461 0.0 0.1 -0.5 0.10
C 1.05740 1.23894 -2.84313 -0.1 -0.2 0.4 -0.15
N 1.47501 0.65690 -1.71728 -0.4 -0.2 0.3 0.02
C 2.77563 0.54205 -1.46029 -0.1 -0.1 0.3 -0.14
C 3.72457 0.87060 -2.38503 0.4 0.0 -0.1 0.11
C 3.02876 0.23313 -0.00457 0.0 0.1 0.2 -0.54
O 4.13672 0.17183 0.44969 0.0 -0.1 0.0 0.14
O 1.90568 0.16872 0.68905 -0.1 0.1 0.0 -0.26
C -0.39907 1.61306 -2.75886 -0.2 0.1 0.2 -0.56
O -0.98670 2.13402 -3.67445 0.0 -0.1 -0.1 0.11
O -0.89349 1.39289 -1.56148 -0.1 0.0 0.2 -0.20
H 3.85167 2.01498 -5.32765 0.0 0.0 -0.1 0.13
H 1.56760 2.08772 -4.72057 0.0 0.0 0.1 0.14
H 4.77916 0.78574 -2.15850 0.0 0.0 0.1 0.15
C -2.04029 -3.77643 -2.54869 0.0 -0.1 0.1 -0.10
C -3.01761 -2.85264 -1.84010 0.2 0.1 0.1 -0.36
S -2.57088 -1.10706 -1.82619 -0.2 0.1 -0.2 1.03
O -1.04187 -1.13801 -1.57119 -0.2 -0.2 0.0 -0.71
C -2.74911 -0.58765 -3.55691 0.2 0.1 0.1 -0.34
C -1.64147 -1.04113 -4.50390 -0.1 0.0 0.0 -0.10
H -2.25047 -4.80160 -2.24264 0.0 0.0 0.0 0.09
H -1.01563 -3.54498 -2.25798 0.0 0.0 0.0 0.07
H -2.12708 -3.72661 -3.63066 0.0 0.0 0.0 0.07
H -3.06050 -3.07512 -0.77331 -0.1 -0.1 0.0 0.06
H -4.03265 -2.89258 -2.23885 0.0 0.0 0.0 0.10
H -2.76115 0.49912 -3.46880 0.0 0.0 0.0 0.07
H -3.74665 -0.90716 -3.86283 0.0 0.0 0.1 0.10
H -0.68127 -1.07509 -3.98928 0.0 0.0 0.0 0.07
H -1.55914 -0.32422 -5.31931 0.0 0.0 0.0 0.09
H -1.83734 -2.02026 -4.93230 0.0 0.0 0.0 0.07
```
Positions in Å, forces in eV/Å.

# 4
A 3-piece molecular cluster, C3H8N2O2 overall. Source: OMol25; level of theory: ωB97M-V/def2-TZVPD.

Calculated values
electronic energy: -379.08926 Ha
orbital gap: 0.3461 hartree
charge: 0

The geometry in XYZ format:
```
15
Properties=species:S:1:pos:R:3:forces:R:3:lowdin_charge:R:1
C -2.00556 0.90145 -0.33177 0.7 -0.5 0.3 -0.16
C -1.27145 0.89160 0.84508 0.6 -0.9 -0.9 -0.10
N -0.57211 -0.30578 0.78833 -1.1 0.2 0.3 0.02
C -0.99791 -1.00474 -0.30574 1.0 0.4 1.5 -0.23
N -1.82224 -0.28906 -1.01499 -0.4 -0.1 -0.2 0.03
H -2.56710 1.66732 -0.83426 -0.3 0.2 0.4 0.08
H -1.13569 1.48160 1.73833 -0.2 0.5 -0.4 0.10
H 0.18370 -0.57997 1.39853 -0.2 -0.1 -0.2 0.10
H -0.65535 -2.03991 -0.31246 -0.3 0.3 -1.0 0.12
H 2.74190 0.17291 0.60777 -0.3 0.5 0.3 0.02
H 2.04294 0.14857 2.09414 0.7 0.7 -0.2 0.04
O 2.26644 -0.31831 1.28979 -0.2 -1.2 0.3 -0.07
H 2.16514 -0.79661 -1.46603 -0.5 0.1 -0.2 0.04
H 1.80568 0.71931 -1.74809 -0.3 -0.4 -0.1 0.05
O 2.47084 0.10981 -1.42049 0.9 0.4 0.2 -0.05
```
Positions in Å, forces in eV/Å.

Copy entry 4 word for word.
A 3-piece molecular cluster, C3H8N2O2 overall. Source: OMol25; level of theory: ωB97M-V/def2-TZVPD.

Calculated values
electronic energy: -379.08926 Ha
orbital gap: 0.3461 hartree
charge: 0

The geometry in XYZ format:
```
15
Properties=species:S:1:pos:R:3:forces:R:3:lowdin_charge:R:1
C -2.00556 0.90145 -0.33177 0.7 -0.5 0.3 -0.16
C -1.27145 0.89160 0.84508 0.6 -0.9 -0.9 -0.10
N -0.57211 -0.30578 0.78833 -1.1 0.2 0.3 0.02
C -0.99791 -1.00474 -0.30574 1.0 0.4 1.5 -0.23
N -1.82224 -0.28906 -1.01499 -0.4 -0.1 -0.2 0.03
H -2.56710 1.66732 -0.83426 -0.3 0.2 0.4 0.08
H -1.13569 1.48160 1.73833 -0.2 0.5 -0.4 0.10
H 0.18370 -0.57997 1.39853 -0.2 -0.1 -0.2 0.10
H -0.65535 -2.03991 -0.31246 -0.3 0.3 -1.0 0.12
H 2.74190 0.17291 0.60777 -0.3 0.5 0.3 0.02
H 2.04294 0.14857 2.09414 0.7 0.7 -0.2 0.04
O 2.26644 -0.31831 1.28979 -0.2 -1.2 0.3 -0.07
H 2.16514 -0.79661 -1.46603 -0.5 0.1 -0.2 0.04
H 1.80568 0.71931 -1.74809 -0.3 -0.4 -0.1 0.05
O 2.47084 0.10981 -1.42049 0.9 0.4 0.2 -0.05
```
Positions in Å, forces in eV/Å.

Which of these has the highest electronic energy?
C3H8N2O2

Look up the electronic energy of the second one.
-3385.79644 Ha

What is the electronic energy in the second record?
-3385.79644 Ha